[1]
Here is a structure of composition C28H31N6PRbS3 from the OMol25 dataset. Energies are from wB97M-V/def2-TZVPD.

Cartesian coordinates (Å):
1 H 3.48510 1.23665 3.24224
2 N -2.26826 4.86093 -1.06549
3 C -0.86852 -2.68413 4.69894
4 C -1.88636 3.18302 -3.50504
5 H -0.58853 -2.26142 5.65469
6 C 0.51470 0.71381 -3.94026
7 H -0.61394 -1.19080 -3.80317
8 C 3.47842 -1.31733 -3.95390
9 N -1.86374 -4.04368 0.97465
10 C -1.59011 -3.88805 4.66793
11 C -1.63485 -3.79092 2.31196
12 C -0.26766 4.94638 -3.08038
13 C 4.71810 -1.82360 -3.59871
14 H -3.54300 5.05824 -2.69336
15 C 0.95351 2.20354 2.51737
16 H -2.51257 3.18995 0.19094
17 H -2.50902 -4.76517 -1.74792
18 H -0.67313 4.62831 0.28129
19 H 0.01428 -1.08147 3.55550
20 H 3.38026 2.92096 3.73741
21 H 4.30104 2.48509 2.29172
22 C 3.68702 0.37805 -2.26488
23 C 0.85481 1.75118 3.96365
24 C -1.99444 -3.85469 -2.00626
25 H 1.06951 2.57511 4.65531
26 H -2.35401 6.36380 -2.49818
27 H -3.68806 3.31172 -1.12046
28 H -0.15344 1.39799 4.17480
29 H 0.66103 2.61095 -2.45049
30 P -1.63940 2.25524 -1.89888
31 H 5.11646 -2.68381 -4.12457
32 S -1.89226 -3.33000 -3.62769
33 H -0.67692 6.16580 -0.68278
34 N -0.69786 -2.14211 1.03629
35 H 0.41598 4.44258 -3.76322
36 C 0.01630 2.99310 -1.65511
37 N 0.05793 4.47197 -1.69032
38 C 3.40285 2.26029 2.86229
39 H 2.90683 -1.77381 -4.75248
40 C -2.50781 5.28178 -2.43291
41 C -0.90250 5.09702 -0.68365
42 H 1.01334 4.72862 -1.40350
43 H -1.18180 2.73017 -4.20811
44 C -1.28249 -3.01915 0.26784
45 C 2.93766 -0.20458 -3.29550
46 N -1.63350 4.63890 -3.40860
47 C -0.90605 -2.59588 2.32796
48 H -2.55366 -5.38684 3.45546
49 H -2.89476 3.04234 -3.89939
50 C -1.37032 -2.95261 -1.19454
51 C 2.17416 2.45508 1.98855
52 H 6.41349 -1.64031 -2.28918
53 H 0.44506 2.75848 -0.68163
54 C -0.51972 -2.02323 3.53829
55 H -1.84575 -4.37497 5.60051
56 H -0.10774 6.02716 -3.10439
57 S -0.60389 2.44926 1.71638
58 N -0.79983 -1.88648 -1.83991
59 C -0.98803 -1.95180 -3.11779
60 S 2.52890 3.04621 0.35848
61 C -1.98977 -4.46303 3.47614
62 H 3.29344 1.23167 -1.72323
63 H -2.37149 -4.81546 0.58518
64 C 1.63832 0.29632 -3.64909
65 H 1.56639 0.95403 4.20374
66 Rb 0.63452 0.26855 -0.30305
67 C 4.92244 -0.13819 -1.90721
68 H 5.47031 0.32720 -1.09672
69 C 5.44780 -1.23897 -2.57141
70 C -2.63406 3.43910 -0.86081

charge	-1
LUMO energy	1.83	eV
F_max	0.0120	Eh/bohr
energy relative to the best compared isomer or geometry (same formula, charge and spin)	0.285	eV
energy	-2974.0770	Ha
HOMO	-2.60	eV

natural (NBO) population analysis, charges in e, atoms 1 to 5: 0.189, -0.455, -0.233, -0.548, 0.214

***

[2]
Here is a structure of composition C29H23N4O3PdS from the OMol25 dataset. Energies are from wB97M-V/def2-TZVPD.

Cartesian coordinates (Å):
1 C -2.41986 -2.41857 -3.47481
2 H -0.59891 3.27936 0.14791
3 N 2.25698 0.03020 0.09274
4 H -2.70288 4.61416 0.09849
5 H -4.01906 -5.13768 -0.51659
6 C 1.62632 -0.09134 -7.05395
7 C 0.63623 -0.78131 -4.58870
8 H -4.32722 -3.32626 -3.83615
9 C -3.77966 0.01377 -3.58143
10 H 0.50147 -2.79360 -5.34509
11 H -1.93178 -6.46163 -0.38815
12 H 1.77706 1.90050 -6.27110
13 O 0.36166 -0.47613 1.87940
14 S -0.00875 -1.26667 -3.00643
15 H 5.21685 0.34809 -1.40490
16 H -3.92581 -2.66806 -0.40308
17 C 3.15680 0.17417 -0.87915
18 H -4.88144 3.41249 -0.08826
19 C -3.93728 1.48118 -0.14964
20 C 3.98286 -0.00733 1.72557
21 C -0.61981 -3.35682 -0.13083
22 C 4.50896 0.23302 -0.59672
23 N -1.55238 1.47004 -0.01570
24 C -2.74100 3.53601 0.03184
25 C 1.49311 0.87662 -6.06827
26 C -1.56253 2.79250 0.05828
27 N -2.75351 -0.58242 -0.18805
28 C -3.06580 -4.63683 -0.41457
29 O 0.27416 -0.03970 -2.12176
30 C 4.92797 0.14372 0.72332
31 C -3.78813 -2.39732 -3.70821
32 C -1.79142 -2.62269 -0.21048
33 H -4.84114 0.89323 -0.22682
34 H 2.77106 0.25444 -1.88633
35 C -4.46204 -1.18550 -3.76019
36 H -4.31450 0.95366 -3.61918
37 H 2.01827 0.18073 -8.02469
38 C -3.94707 2.86805 -0.07331
39 O 1.81106 -0.28711 3.57064
40 H 1.37926 -2.16140 -7.56947
41 Pd 0.25839 -0.28544 -0.06269
42 C -3.02277 -3.25796 -0.34828
43 H 0.24279 -5.31690 -0.12744
44 H 0.32452 -2.84246 0.00069
45 C 2.65159 -0.06804 1.37050
46 H 0.88121 1.27748 -4.03749
47 H -1.88443 -3.35785 -3.39688
48 C 1.26703 -1.40915 -6.80074
49 C -1.75550 -1.21244 -3.31693
50 H -1.86341 0.93008 -3.20691
51 C 0.77330 -1.76606 -5.55623
52 C -2.71181 0.84670 -0.11573
53 C 0.99222 0.53779 -4.81869
54 H -5.52931 -1.17333 -3.93743
55 C -0.67021 -4.74166 -0.19870
56 H 5.98110 0.18964 0.96615
57 H 4.23754 -0.08814 2.77298
58 C -2.41286 0.00936 -3.35950
59 N -1.67728 -1.18570 -0.15362
60 C -1.89061 -5.38143 -0.34222
61 C 1.55712 -0.29567 2.39466

charge	+1
LUMO energy	-3.88	eV
F_max	0.0148	Eh/bohr
energy relative to the best compared isomer or geometry (same formula, charge and spin)	0.168	eV
energy	-2089.5009	Ha
HOMO	-11.62	eV

natural (NBO) population analysis, charges in e, atoms 1 to 5: -0.219, 0.209, -0.436, 0.238, 0.229

***

[3]
Here is a structure of composition C3H2O3Rh in a non-equilibrium geometry from the OMol25 dataset. Energies are from wB97M-V/def2-TZVPD.

Cartesian coordinates (Å):
1 C -0.29330 0.17579 1.62903
2 H 0.99837 1.10757 -2.88422
3 Rh -1.35152 -1.95796 3.52292
4 O 0.07317 1.20417 1.25267
5 H 0.50220 1.35378 -0.96352
6 O -0.02501 -1.45917 -1.13578
7 C 0.60922 0.73598 -1.93859
8 O -0.82791 -0.63351 2.29329
9 C 0.31478 -0.52666 -1.77581

charge	+3
LUMO energy (alpha / beta)	-15.67 / -18.76	eV
spin multiplicity	5
<S²>	6.013
F_max	0.1623	Eh/bohr
energy relative to the best compared isomer or geometry (same formula, charge and spin)	0.000	eV
energy	-450.2192	Ha
HOMO (alpha / beta)	-24.20 / -27.09	eV

natural (NBO) population analysis, charges in e, atoms 1 to 5: 1.128, 0.344, 1.842, -0.261, 0.325

***

[4]
Here is a structure of composition C25H25F3N3O3Re in a non-equilibrium geometry from the OMol25 dataset. Energies are from wB97M-V/def2-TZVPD.

Cartesian coordinates (Å):
1 C -0.92654 -2.71651 -2.35922
2 C 1.49608 -1.32170 -6.44204
3 C 0.74445 0.69912 -5.13175
4 C -3.39926 -1.49810 -2.89269
5 C 2.02059 1.56453 -1.20860
6 C 2.92939 2.63783 -1.22715
7 O 1.63603 -2.12460 0.50336
8 F 2.67020 -3.10646 3.44790
9 H 2.02953 -1.51366 -7.36852
10 H -1.99958 2.00617 1.53498
11 O 0.52022 -1.45830 2.24082
12 H 2.11147 -1.66421 -5.61230
13 F 0.86774 -4.20386 2.99916
14 F 2.53527 -4.26959 1.63683
15 N 1.62354 1.05435 -2.44731
16 C -1.09538 -1.33402 -2.21103
17 N 0.47491 -0.15170 -4.03404
18 C 0.37067 -3.39357 -2.04516
19 H 0.38824 -3.68555 -0.99341
20 H 0.57943 -1.91186 -6.45017
21 H -3.15738 0.67531 1.29609
22 C 3.43724 3.19921 -2.52296
23 H -1.89143 -4.52548 -2.91695
24 C 1.29898 -2.26609 1.70175
25 H 2.10788 1.45659 -3.24440
26 N 0.00272 -0.50791 -1.79195
27 H 1.26045 2.97757 -8.18504
28 C 0.51340 2.06847 -5.02569
29 H 4.03277 4.00333 -0.02424
30 H 0.53826 3.95248 -6.03172
31 O -1.39701 0.50072 0.31161
32 H 2.62445 3.60319 -3.12599
33 C 0.67897 0.14248 -2.73423
34 H 1.62403 1.23238 2.13963
35 H 4.13066 4.01170 -2.32605
36 C 1.19949 0.13984 -6.32796
37 C 1.38635 0.98717 -7.41237
38 C 1.98509 1.61501 1.19199
39 C 1.55909 1.03550 0.00301
40 H 1.22831 -2.74483 -2.21789
41 H -0.08630 -0.97366 -4.22391
42 H 3.17536 3.12525 2.11307
43 H 1.73664 0.57334 -8.34475
44 C -2.32705 -0.73074 -2.47510
45 C 2.86820 2.67988 1.18270
46 H 3.96847 2.44371 -3.10389
47 H -4.05780 -3.47462 -3.40216
48 H 0.14320 2.47526 -4.09565
49 Re 0.22675 -0.57525 0.21128
50 C 3.34036 3.17691 -0.02007
51 C -2.01633 -3.46074 -2.79593
52 H -4.35693 -1.03563 -3.07998
53 C 1.13344 2.34424 -7.32109
54 C 0.71364 2.89097 -6.11872
55 C 1.85221 -3.47872 2.46450
56 H 0.47831 -4.30353 -2.63070
57 H -1.72472 0.42339 2.34327
58 C -3.23552 -2.86573 -3.06280
59 C -2.09377 0.91500 1.43259
60 H -2.42944 0.33513 -2.33977

charge	+1
LUMO energy (alpha / beta)	-3.39 / -4.16	eV
spin multiplicity	4
<S²>	3.775
F_max	0.0458	Eh/bohr
energy relative to the best compared isomer or geometry (same formula, charge and spin)	0.000	eV
energy	-1735.3530	Ha
HOMO (alpha / beta)	-11.29 / -11.50	eV

natural (NBO) population analysis, charges in e, atoms 1 to 5: -0.028, -0.638, 0.170, -0.206, 0.197